(1)
{"formula": "C25H35CoN4O3PTe", "method": "wB97M-V/def2-TZVPD", "de_lowest_kj_mol": 0.0, "energy_ha": -3410.607733, "max_force_ev_per_a": 1.40, "homo_lumo_gap_ev": [6.376, 6.418], "homo_ha": [-0.2351, -0.2352], "spin_multiplicity": 2, "e_lumo_ev": [-0.02, 0.02], "s2": 1.245, "elements": ["Co", "C", "C", "N", "C", "C", "C", "C", "C", "C", "C", "N", "C", "C", "N", "N", "H", "H", "H", "H", "H", "H", "H", "H", "H", "H", "H", "H", "H", "H", "H", "H", "H", "H", "C", "C", "C", "C", "C", "C", "C", "C", "C", "C", "H", "H", "H", "H", "H", "H", "H", "C", "C", "O", "P", "O", "Te", "O", "C", "C", "H", "H", "H", "H", "H", "H", "H", "H", "H", "H"], "positions_angstrom": [[0.810, 0.326, -0.173], [1.315, 1.232, 2.738], [1.761, 2.500, 2.007], [1.522, 2.406, 0.554], [2.668, 2.692, -0.307], [3.525, 1.466, -0.512], [4.910, 1.486, -0.494], [5.592, 0.300, -0.715], [4.873, -0.867, -0.913], [3.487, -0.814, -0.890], [2.599, -2.040, -0.962], [1.560, -1.923, 0.055], [1.967, -2.241, 1.426], [1.359, -1.252, 2.416], [1.777, 0.079, 1.986], [2.843, 0.342, -0.711], [0.226, 1.196, 2.786], [1.691, 1.256, 3.767], [2.830, 2.660, 2.181], [1.233, 3.356, 2.429], [0.746, 2.993, 0.274], [3.282, 3.517, 0.063], [2.270, 2.979, -1.282], [5.439, 2.410, -0.300], [6.675, 0.280, -0.704], [5.371, -1.815, -1.066], [3.205, -2.947, -0.875], [2.105, -2.058, -1.937], [0.733, -2.454, -0.192], [3.059, -2.169, 1.490], [1.691, -3.261, 1.702], [1.685, -1.502, 3.432], [0.270, -1.305, 2.368], [2.793, 0.094, 1.947], [-3.746, 3.429, 0.398], [-2.894, 2.656, 1.220], [-1.839, 1.984, 0.670], [-1.534, 2.061, -0.719], [-0.409, 1.384, -1.300], [-0.187, 1.570, -2.640], [-1.027, 2.368, -3.451], [-2.111, 2.992, -2.914], [-2.391, 2.856, -1.531], [-3.502, 3.512, -0.941], [-4.598, 3.938, 0.832], [-3.099, 2.577, 2.281], [-1.234, 1.332, 1.284], [0.650, 1.069, -3.123], [-0.804, 2.475, -4.508], [-2.764, 3.605, -3.525], [-4.160, 4.087, -1.585], [-0.805, -5.260, -1.325], [-1.775, -4.430, -0.518], [-1.123, -3.216, -0.114], [-1.911, -1.787, -0.181], [-0.887, -0.871, 0.432], [-2.761, -1.403, -2.345], [-3.058, -2.038, 0.924], [-4.454, -1.746, 0.745], [-4.758, -0.300, 1.077], [-1.253, -6.226, -1.567], [0.115, -5.435, -0.760], [-0.556, -4.745, -2.255], [-2.101, -4.959, 0.379], [-2.655, -4.196, -1.119], [-4.986, -2.426, 1.409], [-4.748, -1.962, -0.280], [-4.437, -0.059, 2.093], [-5.832, -0.119, 0.991], [-4.237, 0.362, 0.382]], "mulliken_charge": [0.86, -0.79, -0.94, 0.10, -1.58, 1.14, -1.06, -0.47, -0.94, 0.81, -1.28, 0.45, -0.90, -0.73, 0.02, 0.34, 0.37, 0.41, 0.38, 0.44, 0.32, 0.44, 0.39, 0.47, 0.42, 0.47, 0.41, 0.43, -0.11, 0.38, 0.44, 0.52, 0.18, 0.24, -0.63, -1.25, 0.13, 1.91, -1.65, 0.27, -0.97, -0.96, 0.92, -0.86, 0.39, 0.44, 0.21, 0.37, 0.39, 0.37, 0.40, -1.19, -0.36, -0.56, -0.31, 0.16, -0.24, -0.42, -0.43, -0.58, 0.41, 0.26, 0.26, 0.23, 0.35, 0.33, 0.32, 0.24, 0.46, -0.11]}

(2)
{"formula": "C25H35F2N2O11", "method": "wB97M-V/def2-TZVPD", "energy_ha": -2110.180380, "max_force_ev_per_a": 3.63, "homo_lumo_gap_ev": 7.021, "homo_ha": -0.4313, "spin_multiplicity": 1, "charge": 1, "e_lumo_ev": -4.72, "elements": ["C", "C", "O", "O", "C", "C", "C", "C", "C", "C", "C", "C", "C", "C", "N", "N", "C", "O", "C", "C", "O", "C", "C", "C", "O", "C", "H", "H", "H", "H", "H", "H", "H", "H", "H", "H", "H", "H", "H", "H", "H", "H", "H", "H", "H", "H", "H", "H", "H", "H", "H", "H", "H", "H", "H", "C", "C", "O", "C", "O", "O", "F", "H", "H", "H", "C", "C", "O", "C", "O", "O", "F", "H", "H", "H"], "positions_angstrom": [[6.665, -1.158, 2.150], [7.511, -2.287, 1.512], [7.720, -3.284, 2.128], [8.051, -2.201, 0.233], [7.026, -2.222, -0.788], [7.222, -0.940, -1.687], [5.824, -0.448, -2.233], [5.595, -0.725, -3.759], [4.042, -0.625, -4.079], [3.359, 0.639, -3.441], [2.485, 0.318, -2.158], [1.359, -0.719, -2.581], [0.014, -0.469, -1.876], [-1.153, -1.206, -2.298], [-2.389, -1.183, -1.823], [-2.489, -0.301, -0.854], [-3.876, -0.200, -0.243], [-4.805, -1.001, -0.945], [-5.121, -2.171, -0.219], [-4.659, -3.513, -0.854], [-5.715, -2.127, 0.797], [-1.538, 0.507, -0.342], [-1.906, 1.528, 0.808], [-0.783, 2.551, 1.128], [-0.401, 2.806, 2.219], [-0.178, 0.475, -0.799], [6.241, -1.466, 3.130], [5.809, -0.894, 1.481], [7.283, -0.235, 2.258], [7.068, -3.143, -1.412], [6.039, -2.219, -0.267], [7.909, -1.148, -2.535], [7.671, -0.134, -1.067], [5.715, 0.637, -2.012], [5.032, -0.980, -1.644], [6.190, -0.013, -4.381], [5.908, -1.772, -3.999], [3.921, -0.518, -5.187], [3.599, -1.597, -3.772], [2.636, 1.080, -4.173], [4.097, 1.436, -3.207], [2.043, 1.306, -1.866], [3.099, -0.049, -1.310], [1.722, -1.732, -2.272], [1.288, -0.683, -3.691], [-1.005, -1.906, -3.150], [-3.863, -0.438, 0.840], [-4.202, 0.862, -0.452], [-4.005, -4.017, -0.105], [-4.088, -3.366, -1.796], [-5.552, -4.137, -1.094], [-2.166, 0.946, 1.729], [-2.829, 2.141, 0.556], [-0.291, 3.053, 0.241], [0.646, 1.081, -0.400], [-4.434, 6.238, 0.219], [-4.277, 5.937, 1.682], [-5.012, 4.732, 1.835], [-4.941, 4.096, 0.637], [-5.212, 2.945, 0.473], [-4.518, 4.928, -0.348], [-4.845, 6.894, 2.444], [-5.352, 6.787, 0.002], [-3.590, 6.790, -0.188], [-3.244, 5.778, 2.003], [-5.191, -1.923, 4.099], [-6.134, -2.182, 5.239], [-5.262, -2.312, 6.347], [-4.172, -1.541, 6.060], [-3.365, -1.198, 6.857], [-4.133, -1.211, 4.737], [-6.799, -3.349, 5.069], [-4.798, -2.845, 3.663], [-5.644, -1.327, 3.308], [-6.848, -1.377, 5.426]], "mulliken_charge": [-0.60, 0.53, -0.51, -0.32, -0.49, -0.61, 0.10, -0.84, -0.59, -1.30, -0.41, -0.45, 0.06, -0.71, -1.00, 0.86, -0.56, -0.37, 0.69, -0.94, -0.43, 0.56, 0.21, -0.37, -0.44, -0.42, 0.30, 0.12, 0.27, 0.23, 0.37, 0.33, 0.28, 0.25, -0.09, 0.31, 0.34, 0.32, 0.33, 0.50, 0.46, 0.40, 0.29, 0.32, 0.56, 0.47, 0.49, 0.24, 0.29, 0.29, 0.34, 0.36, -0.17, 0.46, 0.70, -0.39, 0.31, -0.27, 0.70, -0.54, -0.32, -0.28, 0.30, 0.28, 0.23, -0.24, 0.33, -0.30, 0.58, -0.49, -0.29, -0.27, 0.20, 0.18, 0.29]}

(3)
{"formula": "C25H36AsIN7O4V", "method": "wB97M-V/def2-TZVPD", "energy_ha": -5135.902827, "max_force_ev_per_a": 0.73, "homo_lumo_gap_ev": [6.479, 7.254], "homo_ha": [-0.3326, -0.3683], "spin_multiplicity": 4, "charge": 1, "e_lumo_ev": [-2.57, -2.77], "s2": 3.771, "elements": ["V", "N", "C", "N", "C", "N", "N", "C", "C", "C", "C", "C", "C", "N", "C", "C", "C", "C", "C", "C", "H", "H", "H", "H", "H", "H", "H", "H", "H", "H", "H", "C", "N", "C", "C", "O", "C", "O", "C", "C", "O", "N", "C", "C", "H", "H", "H", "H", "H", "H", "H", "H", "H", "H", "H", "H", "H", "H", "H", "H", "I", "C", "As", "C", "C", "O", "H", "H", "H", "H", "H", "H", "H", "H", "H"], "positions_angstrom": [[-0.845, -0.621, -1.121], [-1.486, -0.964, 3.208], [-1.680, -0.623, 1.932], [-1.265, -1.319, 0.919], [-0.516, -2.468, 1.142], [-0.063, -3.181, 0.160], [-0.482, -2.608, -1.030], [-0.854, -3.398, -1.961], [-1.644, -2.766, -3.017], [-2.031, -3.433, -4.172], [-2.867, -2.782, -5.064], [-3.291, -1.495, -4.770], [-2.858, -0.895, -3.598], [-2.053, -1.511, -2.733], [-0.213, -2.857, 2.516], [0.583, -3.964, 2.830], [0.864, -4.264, 4.144], [0.352, -3.464, 5.170], [-0.437, -2.371, 4.884], [-0.716, -2.072, 3.551], [-1.770, -0.316, 3.920], [-2.198, 0.303, 1.718], [-0.683, -4.468, -1.909], [-1.684, -4.442, -4.353], [-3.191, -3.276, -5.971], [-3.957, -0.958, -5.432], [-3.151, 0.109, -3.311], [0.969, -4.570, 2.021], [1.479, -5.121, 4.384], [0.576, -3.707, 6.201], [-0.834, -1.750, 5.678], [3.307, 1.210, 2.141], [2.511, 0.244, 1.404], [2.506, -1.094, 1.974], [1.713, 0.547, 0.381], [0.953, -0.292, -0.115], [1.812, 1.950, -0.197], [0.935, 2.169, -1.265], [1.442, 2.101, -2.561], [1.025, 0.831, -3.302], [0.268, 0.013, -2.789], [1.489, 0.660, -4.548], [0.989, -0.449, -5.350], [2.231, 1.686, -5.266], [4.361, 0.927, 2.113], [2.972, 1.228, 3.179], [3.203, 2.213, 1.744], [3.535, -1.395, 2.173], [2.057, -1.792, 1.274], [1.951, -1.105, 2.916], [2.852, 2.139, -0.488], [1.541, 2.646, 0.594], [2.531, 2.211, -2.577], [1.028, 2.943, -3.123], [0.587, -1.214, -4.695], [1.808, -0.859, -5.938], [0.200, -0.108, -6.027], [2.878, 2.250, -4.600], [1.560, 2.376, -5.782], [2.863, 1.201, -6.007], [-2.445, 1.660, -0.854], [-0.982, 4.414, 1.285], [-1.015, 3.095, 2.695], [-2.876, 2.714, 3.011], [-0.382, 4.003, 4.277], [-0.119, 1.732, 2.410], [-1.066, 5.408, 1.723], [-1.799, 4.223, 0.594], [-0.049, 4.329, 0.732], [-3.406, 3.637, 3.250], [-2.967, 2.024, 3.849], [-3.296, 2.276, 2.107], [-1.140, 4.682, 4.666], [0.516, 4.566, 4.033], [-0.137, 3.253, 5.025]], "mulliken_charge": [0.08, 0.23, -0.20, -0.04, 0.37, -0.94, 1.02, -0.74, 0.95, -1.00, -0.26, -0.82, -0.07, 0.06, 0.68, -0.18, -0.90, -0.46, -0.90, 0.26, 0.23, -0.03, 0.44, 0.46, 0.45, 0.43, 0.30, 0.49, 0.43, 0.43, 0.44, -1.08, 0.22, -1.18, 1.13, -0.69, -1.08, -0.18, -1.15, 0.80, -0.07, 0.08, -1.02, -0.91, 0.34, 0.34, 0.40, 0.49, 0.19, 0.32, 0.51, 0.02, 0.44, 0.44, 0.23, 0.38, 0.34, 0.34, 0.32, 0.30, -0.48, -0.93, 0.48, -1.15, -1.24, -0.20, 0.44, 0.25, 0.21, 0.43, 0.35, 0.25, 0.42, 0.37, 0.34]}